{"formula": "C5H41N2O13", "method": "ωB97M-V with the def2-TZVPD basis set", "fmax_ev_per_a": 5.41, "multiplicity": 2, "de_lowest_ev": 2.724, "s_squared": 0.750, "homo_energy_ev": [-2.3, -9.0], "total_charge": 0, "gap_ev": [2.2, 8.8], "elements": ["C", "C", "C", "C", "N", "C", "N", "H", "H", "H", "H", "H", "H", "H", "H", "H", "H", "H", "H", "H", "H", "H", "H", "H", "O", "H", "H", "O", "H", "H", "O", "H", "H", "O", "H", "H", "O", "H", "H", "O", "H", "H", "O", "H", "H", "O", "H", "H", "O", "H", "H", "O", "H", "H", "O", "H", "H", "O", "H", "H", "O"], "positions_angstrom": [[1.1752, -1.2205, -0.3501], [0.0405, -0.3037, -0.7836], [-0.7856, 0.3430, 0.3120], [-0.7369, 1.7877, 0.3233], [-1.5611, 2.3237, -0.8690], [-1.7120, 3.8068, -0.7202], [0.9600, -1.7352, 1.0380], [2.1922, -0.9324, -0.4437], [1.1905, -2.1943, -1.0854], [0.4208, 0.3575, -1.5221], [-0.5287, -0.9910, -1.4458], [-0.5033, 0.0821, 1.2648], [-1.8756, -0.0295, 0.2044], [0.2946, 2.1048, 0.4988], [-1.3377, 2.2548, 1.1827], [-1.1945, 2.1283, -1.7755], [-2.2300, 4.2372, -1.5868], [-0.6142, 4.1873, -0.6490], [-2.1129, 4.0097, 0.2743], [0.9024, -0.9479, 1.6542], [1.5872, -2.4068, 1.2991], [-0.0055, -2.0117, 1.1109], [0.4011, -2.0114, 4.0606], [-0.3038, -3.0571, 2.9779], [0.5331, -2.6614, 3.3776], [2.3328, 1.9997, 0.8368], [2.4854, 2.5621, 2.3138], [2.3117, 1.7307, 1.8468], [-0.1456, -4.3328, -0.2954], [-1.4672, -3.7508, -0.4468], [-0.7544, -3.9132, 0.3135], [3.0413, 2.4701, -1.1316], [2.0940, 3.7106, -0.8082], [2.2033, 2.6750, -0.6915], [3.2736, -0.3008, 1.6026], [4.4125, -1.1679, 1.3009], [3.4247, -1.1407, 1.2437], [1.2524, 0.9321, 2.8583], [1.2520, 0.3090, 4.1985], [0.7909, 0.2788, 3.3810], [-2.1039, 0.3864, -2.0252], [-2.9884, -0.2520, -3.1960], [-2.0361, -0.2073, -2.8820], [-2.6277, -1.2302, -1.3469], [-3.0340, -2.1027, -0.2077], [-2.9582, -2.1358, -1.1651], [-4.0084, -1.2352, 1.7199], [-2.6587, -0.7247, 2.1796], [-3.0524, -1.3762, 1.6093], [-0.8047, 0.1073, 3.2822], [-1.7806, 0.3355, 4.2033], [-1.7352, 0.2142, 3.2354], [-0.4229, 2.4575, -4.0367], [-0.9515, 1.0228, -3.6437], [-0.3079, 1.7382, -3.5319], [1.2508, -1.8487, -3.7651], [0.0981, -0.9190, -3.4576], [0.8062, -1.4415, -3.0314], [3.3072, 0.9571, -3.1924], [1.8863, 1.3422, -2.8679], [2.8174, 1.7258, -2.9511]]}



{"formula": "C5H41NO14", "method": "ωB97M-V with the def2-TZVPD basis set", "fmax_ev_per_a": 6.75, "multiplicity": 1, "de_lowest_ev": 6.952, "homo_energy_ev": -9.4, "total_charge": 0, "gap_ev": 9.4, "elements": ["C", "C", "C", "C", "C", "N", "H", "H", "H", "H", "H", "H", "H", "H", "H", "H", "H", "H", "H", "H", "H", "O", "H", "H", "O", "H", "H", "O", "H", "H", "O", "H", "H", "O", "H", "H", "O", "H", "H", "O", "H", "H", "O", "H", "H", "O", "H", "H", "O", "H", "H", "O", "H", "H", "O", "H", "H", "O", "H", "H", "O"], "positions_angstrom": [[-0.2677, -0.8150, -2.3336], [-1.5685, -1.1291, -1.6178], [-2.6539, 0.0269, -1.5530], [-3.9178, -0.6737, -2.0840], [-2.4966, 1.3314, -2.3427], [0.7225, -1.9238, -2.1632], [-0.3431, -0.4585, -3.4703], [0.0510, 0.1131, -1.7850], [-1.2958, -1.2478, -0.5861], [-2.0113, -1.9567, -2.0326], [-2.8311, 0.1694, -0.5244], [-3.7507, -1.3857, -2.8981], [-4.6974, -0.8019, -1.2886], [-4.4362, -0.0024, -2.7990], [-1.6728, 1.9401, -1.8830], [-2.4613, 1.0258, -3.3379], [-3.2405, 2.1038, -2.1758], [0.7320, -2.1998, -1.0582], [0.8783, -2.5505, -2.9645], [-1.5351, -0.0610, 3.8421], [-2.9022, -0.7754, 3.5377], [-2.0437, -0.8087, 4.0358], [1.0642, 3.6626, -1.7103], [0.1940, 4.7430, -1.4787], [1.0946, 4.5167, -1.8946], [0.8308, 2.1940, 0.8028], [0.8234, 1.4892, -0.4930], [0.3160, 2.1265, 0.0132], [3.4802, 0.3731, -1.2957], [4.3803, -0.3753, -0.4521], [3.8444, 0.3762, -0.4378], [2.0955, -0.2147, 0.3284], [1.6325, -1.3857, 1.0701], [1.9204, -0.4510, 1.1806], [-1.0718, 0.6219, 1.5994], [-2.4480, 1.2079, 2.1528], [-2.0700, 0.5356, 1.6098], [-2.3653, 3.0270, -0.1512], [-3.7424, 2.6918, -0.5291], [-3.2455, 3.4742, -0.2459], [2.3497, 1.2254, 1.4520], [2.6775, 2.4061, 2.4250], [1.9551, 2.0307, 1.8036], [0.1937, 1.8500, 3.0402], [0.7497, 0.5676, 3.6253], [-0.0138, 1.1267, 3.7259], [-1.5605, -3.2675, 2.6216], [-1.5766, -1.5777, 2.6269], [-1.4697, -2.4716, 2.0362], [2.7180, -2.8780, 0.1781], [3.9185, -2.9781, 1.4118], [3.3989, -2.5864, 0.7010], [4.6069, -0.0826, 2.1370], [3.2708, -0.5799, 2.6435], [4.2096, -0.5385, 2.8819], [-0.3132, -2.8929, 0.3090], [0.4972, -3.6359, 1.4651], [0.5830, -3.3806, 0.5836], [3.2788, -0.7602, -2.2336], [2.2977, -0.0297, -3.1375], [3.2375, -0.0805, -2.8832]]}



{"formula": "C5H4BrF3", "method": "ωB97M-V with the def2-TZVPD basis set", "fmax_ev_per_a": 5.45, "multiplicity": 1, "de_lowest_ev": 1.524, "homo_energy_ev": -10.4, "smiles": "C=CC(F)(F)F.C#CBr", "total_charge": 0, "gap_ev": 10.9, "elements": ["C", "C", "C", "F", "F", "F", "H", "H", "H", "C", "C", "Br", "H"], "positions_angstrom": [[-1.1586, 0.0853, 1.5323], [-0.7900, -0.4090, 0.3508], [-0.6600, -1.7870, -0.2104], [-1.3138, -2.8114, 0.3786], [0.6175, -2.1774, -0.2425], [-1.0969, -1.6707, -1.4354], [-1.4709, -0.3988, 2.3745], [-1.0215, 1.2484, 1.5145], [-0.5156, 0.2306, -0.4088], [2.1781, 1.2068, -1.0580], [1.6863, 2.2491, -0.9111], [0.9678, 3.9455, -0.7662], [2.5775, 0.2884, -1.1183]]}